--- 1 ---
54
Properties=species:S:1:pos:R:3 method="wB97M-V/def2-TZVPD" multiplicity=2 charge=-1 lumo_energy_ev="2.05 / 1.99" homo_lumo_gap_ev="2.27 / 10.25"
O -0.9292 -0.7180 -3.4559
H -0.0326 -0.7074 -3.7842
H -0.9323 -0.2348 -2.6227
O -3.0702 3.3583 1.9202
H -3.9059 2.9187 2.2039
H -3.2504 4.1549 2.4531
O 1.8818 -0.8143 1.5047
H 2.0192 -0.0171 0.9175
H 2.7734 -1.0885 1.7442
O 1.5815 4.4404 -4.0491
H 0.6992 4.1859 -3.7324
H 1.8918 4.6371 -3.1520
O 3.4760 -2.6849 -2.0136
H 2.5624 -2.9720 -1.8416
H 3.4885 -1.7130 -1.9767
O 0.9638 -2.6335 -4.6698
H 0.6019 -1.7633 -4.8839
H 0.9800 -2.8167 -5.6285
O 3.0506 1.7118 -4.1820
H 3.3609 2.0598 -3.3299
H 2.8647 2.5366 -4.6722
O -4.1870 1.7507 3.4341
H -4.6852 1.2384 4.0776
H -3.5448 1.1365 3.0315
O -1.7888 -4.3448 -3.2737
H -1.8760 -3.5663 -3.8370
H -0.8720 -4.1973 -3.0095
O -3.7005 1.4876 -0.7231
H -3.3044 1.6133 0.1948
H -4.6107 1.3391 -0.4351
O 0.7665 4.1996 0.1689
H -0.0840 4.5860 0.4076
H 1.1873 3.8020 0.9411
O 1.1182 1.7498 -1.0507
H 1.7891 2.1010 -1.6607
H 0.9746 2.4712 -0.4142
O -0.9580 -0.1019 -0.0922
H -0.3447 -0.7026 -0.5142
H -0.7228 0.8226 -0.1824
O -1.0269 -1.4615 2.9528
H -0.6319 -2.1003 3.5399
H -0.4507 -0.7824 2.5853
O -1.0356 -1.4479 5.5476
H -1.6905 -1.3776 4.8285
H -0.6312 -2.3123 5.3723
O 0.9262 -4.7060 2.1129
H 1.5775 -4.0220 1.8314
H 0.2620 -4.0761 2.4217
O -0.9883 1.6733 2.8276
H -1.4982 2.3095 2.2417
H -1.3285 2.0783 3.6790
O 3.5765 -3.8396 1.8548
H 3.4915 -3.9827 2.7973
H 4.2165 -3.1775 1.5955


--- 2 ---
54
Properties=species:S:1:pos:R:3 method="wB97M-V/def2-TZVPD" multiplicity=2 charge=-1 lumo_energy_ev="2.53 / 2.42" homo_lumo_gap_ev="2.28 / 10.48"
O -0.6990 -0.9798 -1.7133
H -0.2741 -1.7524 -2.0112
H -1.0977 -1.2067 -0.9346
O -0.6143 0.8859 2.2498
H 0.2291 1.2768 2.0432
H -0.5942 -0.0516 1.7630
O 2.6185 0.4622 -3.6157
H 3.3713 0.8214 -4.0271
H 2.0953 1.2027 -3.4251
O 4.2850 0.9613 -1.2998
H 4.7145 0.5992 -0.5486
H 3.7112 0.1925 -1.6307
O -2.6586 3.8630 -0.7148
H -2.3511 3.6978 0.1309
H -2.9821 4.7817 -0.8447
O -3.0551 -0.6268 -3.0312
H -2.1211 -0.4807 -2.7949
H -3.0747 -0.6672 -3.9196
O 2.0940 0.2630 0.5437
H 1.4248 0.0044 -0.1060
H 2.3143 1.1268 0.0119
O -3.8248 -1.3399 -0.5216
H -3.4978 -1.9585 -1.0241
H -4.2670 -0.6452 -1.1263
O 1.5206 -1.5318 3.6335
H 1.9943 -0.6934 3.3786
H 0.8458 -1.1641 4.3297
O -1.1948 2.7448 -2.4814
H -1.8090 3.1054 -1.7554
H -1.4130 1.8338 -2.3260
O 5.5220 -1.7610 -0.8520
H 4.9331 -1.9630 -1.4358
H 5.1961 -0.9804 -0.3267
O 1.6830 -2.0071 -3.4176
H 2.4855 -2.4110 -3.6583
H 1.7443 -1.1025 -3.5317
O -2.1106 3.0690 1.7298
H -1.7707 2.1173 1.9968
H -1.5349 3.5189 2.4283
O -2.8599 -1.3439 3.4045
H -3.1518 -1.9987 2.6892
H -2.7193 -0.5550 2.8951
O 0.2547 -3.3364 2.2051
H 0.9732 -3.2990 1.5115
H 0.2858 -2.4487 2.5689
O -1.5713 -1.2438 0.7867
H -2.3824 -0.9944 0.4029
H -1.6098 -2.0298 1.3426
O 1.7373 2.0141 -1.3805
H 2.1000 2.8630 -1.1303
H 0.8504 2.1699 -1.5263
O -0.9921 -0.8679 5.2311
H -1.0132 -0.6224 4.3976
H -1.7397 -1.5113 5.4365


Which is most stable? The ranking, best first, is 1, 2.


--- 1 ---
10
Properties=species:S:1:pos:R:3 method="wB97M-V/def2-TZVPD" charge=0 lumo_energy_ev="-2.91 / -2.33" homo_lumo_gap_ev="6.55 / 8.25"
C -1.0721 1.6984 0.3312
C -0.1365 -0.7732 1.1290
C -0.5003 1.2482 -0.8689
N -1.5701 2.2428 1.2189
O 1.9325 -2.5990 0.5805
O 0.1950 -2.0302 -1.0503
S 0.9199 -1.6427 0.1210
Cl 1.0889 1.7451 -1.3091
Cl -1.2505 0.4694 -2.1606
H 0.3930 -0.3588 2.0083


--- 2 ---
10
Properties=species:S:1:pos:R:3 method="wB97M-V/def2-TZVPD" charge=0 lumo_energy_ev="-2.05 / -2.71" homo_lumo_gap_ev="8.28 / 6.49"
C -1.2018 -0.0239 -1.8570
C 0.9026 -0.7839 0.0015
C -1.4231 0.4796 -0.5750
N -1.1398 -0.4209 -2.9359
O 2.4333 -0.7141 2.1519
O 1.3862 1.4740 1.3637
S 1.5615 0.0436 1.2937
Cl -2.3692 -0.4061 0.3755
Cl -1.0173 2.0788 -0.1496
H 0.8675 -1.7272 0.3312


Which is most stable? The ranking, best first, is 2, 1.


--- 1 ---
23
Properties=species:S:1:pos:R:3 method="wB97M-V/def2-TZVPD" charge=0 lumo_energy_ev=0.72 homo_lumo_gap_ev=10.14
C 2.4698 -1.7368 -0.2154
C 0.9853 -2.1256 0.0690
C 0.0520 -1.0320 0.3408
C -0.3079 -0.0028 -0.6682
C -0.9441 1.2063 0.0841
C -1.7764 0.6405 1.3838
C -1.5518 2.1278 -1.0310
C -0.3275 2.4072 -0.2001
H 2.5831 -1.1093 -1.2591
H 3.2204 -2.5960 -0.4861
H 3.1400 -1.1809 0.7534
H 0.9745 -2.6017 -1.0986
H 0.8662 -2.9253 0.9442
H -0.7795 -1.5956 0.6676
H 0.3761 -0.4693 1.2828
H -2.4151 -0.2299 0.8215
H -2.3498 1.3225 2.1654
H -0.9056 -0.3027 2.0061
H -2.5212 2.6452 -1.0735
H -1.2946 1.8364 -2.1410
H -0.3596 3.4955 0.2108
H 0.7290 2.2469 -0.7237
O 0.1370 -0.0203 -1.8330


--- 2 ---
23
Properties=species:S:1:pos:R:3 method="wB97M-V/def2-TZVPD" charge=0 smiles="C=C(C)C(C)=O.C=CC" lumo_energy_ev=0.70 homo_lumo_gap_ev=9.46
C 1.1501 -0.9217 1.9714
C -1.7607 -1.5933 -0.3054
C 0.5450 -1.0706 0.5951
C -0.9033 -0.6080 0.4336
C -1.4105 0.4025 1.1393
O 1.1054 -1.6594 -0.3005
H 0.5539 -1.4804 2.6870
H 1.1438 0.1228 2.2748
H 2.1706 -1.2982 1.9662
H -1.9584 -2.4716 0.3146
H -2.7119 -1.1498 -0.5854
H -1.2237 -1.9367 -1.1891
H -0.7979 1.1040 1.6794
H -2.4686 0.6114 1.1331
C 1.7955 1.4329 -0.9705
C 0.3666 1.7461 -1.2259
C -0.4710 0.8970 -1.8309
H -0.0126 2.6537 -0.7728
H 1.9533 1.3413 0.1157
H 2.0875 0.4870 -1.3993
H 2.4354 2.2116 -1.3842
H -0.0877 0.0222 -2.3324
H -1.5009 1.1571 -2.0136


Which is most stable? The ranking, best first, is 2, 1.


--- 1 ---
20
Properties=species:S:1:pos:R:3 method="wB97M-V/def2-TZVPD" charge=0 smiles="NNC(=O)Cc1ccncc1" lumo_energy_ev=0.33 homo_lumo_gap_ev=9.75
C 1.9125 0.1759 -0.7130
C 0.7631 1.1742 -0.3036
C -0.3932 0.7427 0.3887
C -1.3515 1.6040 0.7624
C -2.6362 1.1295 1.2732
C -1.8834 -1.0422 1.3554
C -0.6097 -0.7349 0.7122
H 2.8185 -1.3343 -2.4595
H 2.5957 -2.4055 -1.0872
H 0.2620 -0.7187 -1.5626
H 1.3015 2.0755 0.0125
H 0.4946 1.2843 -1.1015
H -1.4674 2.4248 0.4074
H -3.2753 1.9101 1.4951
H -2.1982 -2.0925 1.9302
H 0.1174 -1.3141 0.7520
N 2.0634 -1.9447 -1.9217
N 1.3723 -0.8798 -1.4706
N -2.8661 -0.1563 1.7260
O 2.9800 0.1021 -0.1952


--- 2 ---
20
Properties=species:S:1:pos:R:3 method="wB97M-V/def2-TZVPD" charge=0 smiles="CON[C@]1(C#N)C=CN=CC1" lumo_energy_ev=0.49 homo_lumo_gap_ev=9.95
C -2.8162 -0.2130 -0.1401
C -1.0388 0.7235 -1.2364
C -0.0524 1.6111 -1.2129
C 0.1121 1.7784 1.0454
C -1.1656 0.9407 1.2365
C -1.4135 0.0833 0.0566
C 1.5144 -1.4200 -0.4111
N -3.8914 -0.5998 -0.0498
N 0.6747 2.0333 -0.0644
N -0.7457 -1.3834 0.0628
O 0.5370 -1.3909 0.6337
H -1.5758 0.3740 -2.0970
H 0.1900 2.1830 -2.0813
H 0.6838 2.3685 1.8474
H -1.1693 0.4859 2.2305
H -1.8050 1.8139 1.1694
H 2.0849 -0.5088 -0.4779
H 1.1969 -1.7780 -1.3076
H 2.3016 -2.0314 -0.1183
H -1.2513 -1.9763 0.6759


Which is most stable? The ranking, best first, is 2, 1.


--- 1 ---
6
Properties=species:S:1:pos:R:3 method="wB97M-V/def2-TZVPD" charge=0 lumo_energy_ev="-1.67 / -1.67" homo_lumo_gap_ev="7.54 / 7.54"
C -0.7643 0.4489 0.1038
O 0.4857 -2.0722 0.0784
P 0.5463 -0.6684 -0.3100
Cl 2.2661 0.2259 0.1574
Cl -0.7425 2.1632 0.0280
H -1.7913 -0.0974 -0.0576


--- 2 ---
6
Properties=species:S:1:pos:R:3 method="wB97M-V/def2-TZVPD" charge=0 lumo_energy_ev="-2.34 / -2.34" homo_lumo_gap_ev="6.99 / 6.99"
C 0.6810 0.3643 0.0773
O -1.9205 0.1660 0.8691
P -1.2400 0.3470 -0.3679
Cl -0.3870 -1.6648 -0.9411
Cl 2.0955 0.4813 -0.7673
H 0.7711 0.3062 1.1299


Which is most stable? The ranking, best first, is 1, 2.


--- 1 ---
17
Properties=species:S:1:pos:R:3 method="wB97M-V/def2-TZVPD" charge=-2 lumo_energy_ev=7.08 homo_lumo_gap_ev=6.85
C -0.5886 -0.2170 -0.3254
C 0.3767 0.4941 -1.2931
C 0.2227 0.1812 -2.8054
O -1.0152 0.2396 -3.3230
C -0.1118 -0.0700 1.1165
O -1.1104 -0.3834 2.0514
H -0.6289 -1.2819 -0.5799
H -1.5899 0.1906 -0.4527
H 0.2469 1.5714 -1.1378
H 1.4017 0.1878 -1.0292
H 0.9599 0.9033 -3.2824
H 0.7348 -0.8127 -2.9811
H 0.7666 -0.7158 1.2884
H 0.2275 0.9714 1.2814
H -0.6904 -0.5209 3.0447
H 0.8457 -0.2307 4.0839
O -0.0474 -0.5070 4.3439


--- 2 ---
17
Properties=species:S:1:pos:R:3 method="wB97M-V/def2-TZVPD" charge=-2 lumo_energy_ev=6.75 homo_lumo_gap_ev=6.06
C -0.4113 0.0016 -0.0260
C -0.1256 0.1523 1.4810
C -1.4547 0.1264 2.3656
O -1.2360 -0.1678 3.6831
C 0.6353 0.7198 -0.9602
O 0.6324 0.2706 -2.2460
H -1.4121 0.4347 -0.1856
H -0.4823 -1.0433 -0.3258
H 0.4817 -0.6698 1.8648
H 0.4110 1.0509 1.7644
H -1.9041 1.1187 2.1118
H -2.0343 -0.7581 1.9984
H 0.3754 1.7828 -0.7790
H 1.7022 0.5469 -0.6052
H 1.6210 -0.4675 -3.0425
H 1.1798 -1.7588 -3.6521
O 2.0214 -1.3395 -3.4469


Which is most stable? The ranking, best first, is 1, 2.